{
  "formula": "C2H3N3O",
  "method": "ωB97M-V/def2-TZVPD",
  "symbols": ["N", "C", "N", "N", "C", "O", "H", "H", "H"],
  "xyz": [[-1.707440, 0.002396, -0.113989], [-0.358752, 0.216338, -0.000064], [0.298726, 1.336683, -0.031977], [1.653464, 0.817608, 0.016486], [1.634985, -0.480677, -0.059484], [0.275216, -0.959735, -0.064784], [-1.866722, -0.706343, 0.756348], [-2.307616, 0.987504, -0.321646], [2.378142, -1.213771, -0.180893]],
  "atomic_forces_ev_per_a": [[-2.2, 1.3, 1.8], [-1.6, 0.6, -1.5], [1.6, -2.8, 0.8], [0.3, -1.1, -0.8], [-3.0, 2.4, 0.3], [3.0, 1.2, 0.4], [-0.9, 2.6, -2.8], [2.1, -3.9, 1.7], [0.9, -0.5, 0.2]],
  "gap_ev": 10.07,
  "fmax_ev_per_a": 4.71,
  "spin_multiplicity": 1,
  "e_tot_ev": -8638.241,
  "mol_weight_g_mol": 85.07,
  "e_homo_ev": -9.48,
  "de_lowest_ev": 2.253
}

---

{
  "formula": "C2H3N3O",
  "method": "ωB97M-V/def2-TZVPD",
  "symbols": ["C", "C", "N", "N", "N", "O", "H", "H", "H"],
  "xyz": [[-2.810759, 1.309444, 0.229090], [-0.083948, -0.098559, -0.002195], [-3.623714, 2.112053, 0.359147], [-1.508959, -1.951849, -0.074936], [-1.316588, -0.774436, -0.180849], [-2.484626, -2.646482, -0.224686], [0.474448, -0.205046, -0.930722], [-0.355407, 0.997634, -0.021256], [0.651136, -0.455628, 0.808503]],
  "atomic_forces_ev_per_a": [[0.8, -1.5, -0.4], [2.2, 1.3, -0.1], [-0.6, 0.8, 0.1], [-1.3, -0.9, -0.5], [-1.2, 1.1, 0.6], [1.0, 0.2, 0.4], [0.2, -0.2, -0.2], [0.6, -1.3, 0.8], [-1.7, 0.6, -0.8]],
  "gap_ev": [6.74, 9.41],
  "fmax_ev_per_a": 2.58,
  "spin_multiplicity": 1,
  "e_tot_ev": -8633.090,
  "mol_weight_g_mol": 85.07,
  "e_homo_ev": [-10.16, -11.55],
  "de_lowest_ev": 7.404
}

---

{
  "formula": "C2H3N3O",
  "method": "ωB97M-V/def2-TZVPD",
  "symbols": ["N", "C", "C", "N", "N", "O", "H", "H", "H"],
  "xyz": [[-1.423512, 0.101460, 0.213990], [-0.360030, -0.534623, -0.313906], [1.034660, -0.144600, -0.232170], [1.574762, 0.847476, 0.408983], [2.022367, 1.730816, 0.975931], [-0.468834, -1.582708, -0.952039], [-2.308718, -0.341100, 0.026365], [-1.390251, 0.980991, 0.696201], [1.319558, -1.057714, -0.823355]],
  "atomic_forces_ev_per_a": [[-0.2, 0.0, 0.1], [-0.4, -0.3, -0.2], [-0.3, -0.5, -0.3], [0.5, 0.5, 0.3], [-0.7, -1.3, -0.9], [-1.1, 0.0, 0.1], [0.0, 0.2, 0.1], [0.1, 0.0, 0.0], [2.1, 1.5, 0.7]],
  "gap_ev": 9.24,
  "fmax_ev_per_a": 2.68,
  "spin_multiplicity": 1,
  "e_tot_ev": -8638.302,
  "mol_weight_g_mol": 85.07,
  "e_homo_ev": -9.02,
  "de_lowest_ev": 2.193
}

---

{
  "formula": "C2H3N3O",
  "method": "ωB97M-V/def2-TZVPD",
  "symbols": ["N", "C", "N", "C", "N", "O", "H", "H", "H"],
  "xyz": [[1.925512, 0.212182, -0.049345], [0.918847, 0.607189, 0.732563], [-0.244257, 0.851983, 0.211492], [-1.425641, 0.379728, 0.120530], [-1.697764, -0.978968, 0.688189], [-1.554034, -1.893379, -0.100020], [1.831971, -0.014866, -1.044041], [2.852604, 0.123656, 0.348443], [-2.294848, 0.980230, -0.156035]],
  "atomic_forces_ev_per_a": [[-0.2, 0.0, -0.1], [0.4, -0.2, -0.2], [-1.1, -0.5, -0.3], [1.2, 0.0, 0.4], [0.2, -0.8, -1.2], [-0.2, 1.5, 1.1], [-0.1, 0.2, 0.5], [-0.4, 0.0, -0.1], [0.2, -0.2, 0.0]],
  "gap_ev": 8.13,
  "fmax_ev_per_a": 1.82,
  "spin_multiplicity": 1,
  "e_tot_ev": -8635.687,
  "mol_weight_g_mol": 85.07,
  "e_homo_ev": -8.59,
  "de_lowest_ev": 4.807
}

---

{
  "formula": "C2H3N3O",
  "method": "ωB97M-V/def2-TZVPD",
  "symbols": ["O", "C", "N", "N", "C", "N", "H", "H", "H"],
  "xyz": [[2.363910, -0.038959, 0.062687], [0.993424, -0.186656, 0.081078], [0.229676, 0.783497, 0.578290], [-1.068047, 0.468719, 0.373119], [-1.476499, -0.608589, -0.219422], [0.646744, -1.318680, -0.447585], [2.610067, 0.272069, -0.823986], [-1.692783, 1.207081, 0.703758], [-2.606489, -0.578480, -0.307939]],
  "atomic_forces_ev_per_a": [[-0.2, 0.4, 0.2], [0.0, -0.2, -0.4], [0.3, 0.4, 0.1], [0.6, -0.4, -0.2], [1.7, 0.4, 0.4], [-3.8, 0.8, 0.0], [-0.1, -0.2, 0.3], [0.1, -0.3, -0.1], [1.3, -1.0, -0.3]],
  "gap_ev": [8.09, 8.09],
  "fmax_ev_per_a": 3.86,
  "spin_multiplicity": 1,
  "e_tot_ev": -8634.866,
  "mol_weight_g_mol": 85.07,
  "e_homo_ev": [-9.12, -9.12],
  "de_lowest_ev": 5.629
}

---

{
  "formula": "C2H3N3O",
  "method": "ωB97M-V/def2-TZVPD",
  "symbols": ["C", "N", "N", "H", "H", "N", "C", "O", "H"],
  "xyz": [[1.173975, 0.323866, 0.490469], [1.451923, -0.869763, 0.415015], [1.568126, 0.168604, -0.832054], [1.054829, 1.253366, 1.089574], [0.915583, 0.098177, -1.577860], [-1.768221, -0.847874, 0.001869], [-1.429118, 0.246572, 0.053058], [-1.418223, 1.393809, -0.141152], [-1.548872, -1.766758, 0.501079]],
  "atomic_forces_ev_per_a": [[0.6, 2.4, -0.3], [-0.5, -0.9, -0.1], [2.3, 0.4, 0.5], [-0.3, -1.3, 0.0], [-1.6, -0.6, 0.0], [-0.7, -8.6, 1.5], [-0.6, 4.8, -0.8], [1.2, 1.4, 0.5], [-0.3, 2.4, -1.2]],
  "gap_ev": 10.23,
  "fmax_ev_per_a": 8.80,
  "spin_multiplicity": 1,
  "e_tot_ev": -8636.217,
  "mol_weight_g_mol": 85.07,
  "e_homo_ev": -9.62,
  "de_lowest_ev": 4.278
}

---

{
  "formula": "C2H3N3O",
  "method": "ωB97M-V/def2-TZVPD",
  "symbols": ["O", "C", "C", "N", "N", "N", "H", "H", "H"],
  "xyz": [[1.985773, 0.137906, -0.465487], [0.693321, -0.185331, -0.201477], [-0.356245, 0.679445, 0.038500], [-1.494259, 0.031129, 0.163205], [-0.985708, -1.616671, -0.067764], [0.213045, -1.448817, -0.249055], [2.509741, 0.039272, 0.339643], [-0.237548, 1.754780, 0.105577], [-2.328117, 0.608291, 0.336860]],
  "atomic_forces_ev_per_a": [[0.2, -0.1, 0.2], [-0.3, 0.1, 0.0], [0.4, -0.1, -0.1], [0.6, -0.5, -0.1], [-0.5, 1.8, 0.2], [-0.4, 0.0, 0.1], [0.0, 0.0, -0.2], [-0.2, -0.1, 0.0], [0.2, -1.2, -0.1]],
  "gap_ev": 9.54,
  "fmax_ev_per_a": 1.92,
  "spin_multiplicity": 1,
  "e_tot_ev": -8637.877,
  "mol_weight_g_mol": 85.07,
  "e_homo_ev": -8.78,
  "de_lowest_ev": 2.617
}

---

{
  "formula": "C2H3N3O2",
  "method": "ωB97M-V/def2-TZVPD",
  "symbols": ["O", "C", "C", "N", "O", "N", "N", "H", "H", "H"],
  "xyz": [[0.336429, 0.269589, 2.348256], [0.411237, 0.086251, 1.028934], [0.469294, 0.936305, -0.057769], [-0.062451, 0.110944, -1.025590], [-0.127172, 0.442684, -2.193117], [-0.570794, -0.985280, -0.595152], [-0.270989, -1.018254, 0.571930], [-0.324907, -0.435086, 2.878462], [0.753063, 1.975653, -0.089571], [-1.055761, -0.125959, -2.515308]],
  "atomic_forces_ev_per_a": [[-0.9, -1.3, 3.2], [-3.4, -1.5, -0.8], [0.3, -1.3, 1.1], [1.6, 1.8, 6.5], [-4.8, -0.2, -10.3], [-0.1, -0.2, -4.6], [0.9, -1.8, 7.9], [2.7, 2.5, -3.0], [0.0, -0.2, -0.7], [3.7, 2.4, 0.6]],
  "gap_ev": 9.11,
  "fmax_ev_per_a": 11.38,
  "spin_multiplicity": 1,
  "e_tot_ev": -10682.455,
  "mol_weight_g_mol": 101.06,
  "e_homo_ev": -8.62,
  "de_lowest_ev": 6.001
}

---

{
  "formula": "C2H3N3O2",
  "method": "ωB97M-V/def2-TZVPD",
  "symbols": ["N", "C", "N", "O", "C", "O", "N", "H", "H", "H"],
  "xyz": [[-1.832528, -0.051413, -0.066117], [-0.490410, -0.064525, 0.167329], [0.001603, -1.279926, 0.639583], [1.204913, -1.203258, 0.966714], [2.141222, -0.044303, -0.209138], [3.078385, 0.566436, 0.073105], [0.392603, 0.845068, -0.119377], [-2.242675, 0.646524, -0.664489], [-2.313472, -0.934704, 0.015702], [0.098076, 1.550094, -0.792065]],
  "atomic_forces_ev_per_a": [[0.0, -0.1, -0.1], [0.1, 0.2, -0.1], [0.2, 0.2, 0.1], [-0.3, 0.0, 0.0], [1.0, 0.6, 0.2], [-0.9, -0.6, -0.3], [-0.2, -0.2, 0.1], [0.1, -0.1, 0.1], [0.1, 0.1, -0.1], [0.0, -0.1, 0.1]],
  "gap_ev": [7.65, 7.65],
  "fmax_ev_per_a": 1.17,
  "spin_multiplicity": 1,
  "e_tot_ev": -10683.712,
  "mol_weight_g_mol": 101.06,
  "e_homo_ev": [-8.66, -8.65],
  "de_lowest_ev": 4.744
}

---

{
  "formula": "C2H3N3O2",
  "method": "ωB97M-V/def2-TZVPD",
  "symbols": ["N", "C", "C", "N", "N", "O", "O", "H", "H", "H"],
  "xyz": [[1.806039, -2.677871, -0.166503], [1.317899, -1.643018, -0.207923], [0.858975, -0.281345, -0.229084], [-0.214428, 0.149654, 0.687362], [2.049546, 0.742763, -0.003592], [1.809441, 1.836715, -0.416875], [3.074991, 0.386620, 0.483858], [0.676247, -0.158405, -1.293839], [-0.999387, -0.449162, 0.544299], [-0.435650, 1.137200, 0.724308]],
  "atomic_forces_ev_per_a": [[-0.1, -0.3, -0.2], [0.4, -0.4, 1.5], [-0.4, 2.2, -0.1], [1.6, -1.3, -0.3], [-0.6, -1.3, -0.3], [-0.6, 1.3, -0.3], [0.6, -0.7, 0.6], [-0.4, 0.7, -0.3], [-0.7, 0.0, 0.1], [0.2, -0.2, -0.6]],
  "gap_ev": 10.82,
  "fmax_ev_per_a": 2.19,
  "spin_multiplicity": 1,
  "e_tot_ev": -10683.896,
  "mol_weight_g_mol": 101.06,
  "e_homo_ev": -10.90,
  "de_lowest_ev": 4.560
}

---

{
  "formula": "C2H3N3O2",
  "method": "ωB97M-V/def2-TZVPD",
  "symbols": ["C", "C", "N", "N", "N", "O", "O", "H", "H", "H"],
  "xyz": [[1.248577, -0.454124, 0.557034], [-0.870660, 0.016380, -0.325920], [1.309208, 0.841453, 0.171777], [-0.065465, -1.022706, 0.193310], [0.025180, 1.115971, -0.504264], [-0.250523, 2.180457, -0.988446], [2.116737, -1.138412, 1.059232], [-1.456104, -0.211905, -1.259824], [-1.729187, 0.315310, 0.240613], [-0.327762, -1.642423, 0.856487]],
  "atomic_forces_ev_per_a": [[-1.2, -2.6, -0.4], [-2.2, -1.7, -1.2], [-3.5, 2.6, -2.9], [3.1, 2.8, -2.0], [5.0, 0.5, 3.0], [0.1, -1.1, 0.1], [-0.8, 1.0, -0.2], [1.3, 0.1, 0.1], [-0.1, 0.6, 1.3], [-1.6, -2.2, 2.3]],
  "gap_ev": [8.98, 8.99],
  "fmax_ev_per_a": 5.84,
  "spin_multiplicity": 1,
  "e_tot_ev": -10684.481,
  "mol_weight_g_mol": 101.06,
  "e_homo_ev": [-10.53, -10.54],
  "de_lowest_ev": 3.975
}

---

{
  "formula": "C2H3N3O2",
  "method": "ωB97M-V/def2-TZVPD",
  "symbols": ["C", "C", "N", "N", "N", "O", "O", "H", "H", "H"],
  "xyz": [[-0.591223, -1.134599, 0.434767], [-0.548497, 0.177770, 0.990530], [1.418034, -0.152187, -1.151348], [1.371022, -1.136455, -0.537925], [-0.677993, 1.093740, 0.037642], [-1.095789, -2.178262, 0.233489], [-0.570586, 0.408439, 2.189831], [2.503223, 0.061169, -1.541942], [-0.911274, 0.760227, -0.836560], [-0.896918, 2.100159, 0.181515]],
  "atomic_forces_ev_per_a": [[1.8, -3.3, -1.4], [-2.4, 1.3, 2.0], [2.9, 2.3, -1.8], [-1.0, -1.5, 1.7], [0.0, 2.7, 0.2], [-0.1, 1.6, 0.6], [1.0, -0.5, 0.0], [-2.3, -0.6, 0.5], [-0.2, -0.5, -2.2], [0.5, -1.5, 0.5]],
  "gap_ev": [7.95, 7.23],
  "fmax_ev_per_a": 4.07,
  "spin_multiplicity": 1,
  "e_tot_ev": -10683.760,
  "mol_weight_g_mol": 101.06,
  "e_homo_ev": [-8.08, -7.49],
  "de_lowest_ev": 4.697
}

---

Repeat the first record exactly.
{
  "formula": "C2H3N3O",
  "method": "ωB97M-V/def2-TZVPD",
  "symbols": ["N", "C", "N", "N", "C", "O", "H", "H", "H"],
  "xyz": [[-1.707440, 0.002396, -0.113989], [-0.358752, 0.216338, -0.000064], [0.298726, 1.336683, -0.031977], [1.653464, 0.817608, 0.016486], [1.634985, -0.480677, -0.059484], [0.275216, -0.959735, -0.064784], [-1.866722, -0.706343, 0.756348], [-2.307616, 0.987504, -0.321646], [2.378142, -1.213771, -0.180893]],
  "atomic_forces_ev_per_a": [[-2.2, 1.3, 1.8], [-1.6, 0.6, -1.5], [1.6, -2.8, 0.8], [0.3, -1.1, -0.8], [-3.0, 2.4, 0.3], [3.0, 1.2, 0.4], [-0.9, 2.6, -2.8], [2.1, -3.9, 1.7], [0.9, -0.5, 0.2]],
  "gap_ev": 10.07,
  "fmax_ev_per_a": 4.71,
  "spin_multiplicity": 1,
  "e_tot_ev": -8638.241,
  "mol_weight_g_mol": 85.07,
  "e_homo_ev": -9.48,
  "de_lowest_ev": 2.253
}